# 1
This record from OMol25 describes a cluster of 10 separate species, C48H103N10O10 in total at a distorted geometry. The level of theory is the ωB97M-V functional and the def2-TZVPD basis.

## Properties
- charge = 0
- expectation value of S² = 3.7634
- E_LUMO (spin up / spin down) (eV) = 0.3 / -0.6
- 2S+1 = 4
- gap between HOMO and LUMO (spin up / spin down) (eV) = 7.99 / 8.46

Last column: Mulliken charge in e.
Atoms and positions in Å:
C -0.648 -5.482 -2.028  -1.761
C -1.112 -5.239 -3.425  1.296
C -0.121 -4.379 -4.251  -0.046
C -0.320 -4.558 -5.754  -1.091
C -0.023 -6.023 -6.147  -1.017
C -1.024 -6.964 -5.465  1.116
N -1.068 -6.662 -4.002  0.745
O -1.635 -7.529 -3.294  -0.629
C -2.492 -6.982 -5.985  -1.603
C -0.551 -8.459 -5.489  -1.713
C -2.571 -4.709 -3.471  -1.548
H 0.358 -5.927 -2.020  0.402
H -1.345 -6.133 -1.495  0.510
H -0.568 -4.521 -1.505  0.148
H -0.335 -3.301 -4.037  0.120
H 0.900 -4.721 -3.957  0.116
H 0.301 -3.894 -6.364  0.420
H -1.358 -4.296 -5.987  0.285
H 0.976 -6.344 -5.830  0.359
H -0.022 -6.123 -7.242  0.479
H -2.894 -5.966 -5.997  0.316
H -2.527 -7.336 -7.021  0.430
H -3.108 -7.582 -5.296  0.388
H 0.228 -8.503 -4.728  0.428
H -1.308 -9.155 -5.161  0.373
H -0.149 -8.688 -6.486  0.387
H -3.271 -5.525 -3.317  0.345
H -2.784 -4.358 -4.489  0.201
H -2.737 -3.887 -2.776  0.440
C 2.112 6.188 3.835  -1.539
C 1.479 5.390 4.996  1.271
C 0.402 6.099 5.773  -1.164
C -0.831 6.236 4.908  -0.614
C -1.397 4.791 4.650  -1.200
C -0.382 4.043 3.730  1.584
N 0.946 4.100 4.379  0.414
O 1.828 3.307 3.962  -0.409
C -0.653 2.512 3.617  -2.101
C -0.214 4.515 2.324  -1.592
C 2.619 4.847 5.984  -1.706
H 2.671 7.068 4.198  0.427
H 1.493 6.596 3.033  0.229
H 2.801 5.417 3.436  0.422
H 0.244 5.506 6.675  0.381
H 0.744 7.095 6.054  0.413
H -0.572 6.787 3.994  0.398
H -1.583 6.761 5.498  0.372
H -2.333 4.891 4.089  0.287
H -1.559 4.198 5.551  0.458
H 0.012 2.087 2.868  0.216
H -0.538 1.978 4.564  0.628
H -1.696 2.375 3.301  0.505
H -0.191 5.604 2.328  0.493
H 0.637 4.110 1.795  0.492
H -1.136 4.171 1.836  0.151
H 3.430 4.517 5.339  0.371
H 2.281 3.998 6.576  0.398
H 2.947 5.612 6.702  0.392
C 1.167 -5.917 4.600  -1.867
C 1.229 -4.631 3.693  1.417
C 1.038 -4.942 2.167  -1.134
C 0.555 -3.642 1.534  0.976
C -0.792 -3.134 2.100  -0.900
C -0.472 -2.647 3.553  1.161
N 0.072 -3.870 4.170  0.421
O 0.117 -3.758 5.662  -0.456
C 0.294 -1.354 3.739  -1.058
C -1.867 -2.375 4.426  -1.851
C 2.612 -3.882 4.028  -1.064
H 1.732 -6.766 4.228  0.382
H 0.116 -6.156 4.612  0.461
H 1.458 -5.622 5.591  0.448
H 1.971 -5.323 1.727  0.389
H 0.264 -5.697 2.103  0.408
H 0.432 -3.719 0.450  -0.328
H 1.327 -2.911 1.792  -0.475
H -1.537 -3.931 2.063  0.464
H -1.095 -2.260 1.521  0.077
H 1.271 -1.284 3.253  -0.495
H -0.383 -0.523 3.558  0.455
H 0.610 -1.411 4.776  0.604
H -2.563 -1.645 4.059  0.381
H -2.362 -3.345 4.505  0.442
H -1.565 -2.162 5.443  0.458
H 3.475 -4.566 3.916  0.459
H 2.530 -3.396 5.004  0.395
H 2.696 -2.995 3.404  -0.162
C -5.223 3.263 -1.459  0.610
O -6.143 3.479 -2.271  -0.701
N -5.267 3.657 -0.157  0.229
C -4.428 3.007 0.859  -0.601
C -6.392 4.458 0.269  -1.070
H -4.352 2.663 -1.713  0.010
H -3.582 2.508 0.346  -0.140
H -5.042 2.308 1.421  0.341
H -3.993 3.711 1.562  0.310
H -6.942 4.746 -0.624  0.330
H -7.097 3.819 0.790  0.375
H -6.110 5.337 0.847  0.280
C 5.395 -1.870 2.389  0.049
O 6.044 -2.395 1.480  -0.592
N 4.709 -0.716 2.438  0.241
C 4.617 0.007 1.245  -0.331
C 4.208 -0.114 3.679  -0.777
H 5.229 -2.426 3.323  0.278
H 4.828 -0.719 0.455  0.030
H 5.307 0.841 1.184  0.357
H 3.669 0.517 1.111  -0.096
H 4.450 -0.800 4.500  0.282
H 4.709 0.854 3.781  0.410
H 3.129 0.075 3.702  0.150
C -3.317 1.142 -4.171  0.057
O -3.140 2.347 -4.126  -0.558
N -4.497 0.552 -4.424  0.180
C -4.687 -0.859 -4.178  -0.789
C -5.654 1.312 -4.853  -0.960
H -2.534 0.404 -3.940  0.355
H -5.671 -0.980 -3.724  0.331
H -3.870 -1.237 -3.556  0.218
H -4.732 -1.466 -5.102  0.270
H -6.080 0.938 -5.787  0.342
H -6.350 1.264 -4.003  0.351
H -5.374 2.366 -4.997  0.236
C -0.816 4.060 -2.332  -0.242
O -0.410 3.656 -1.264  -0.415
N -1.463 5.221 -2.508  0.290
C -1.986 5.532 -3.843  -0.990
C -1.678 6.190 -1.438  -0.563
H -0.757 3.429 -3.229  0.448
H -1.538 6.417 -4.294  0.331
H -3.075 5.672 -3.854  0.341
H -1.924 4.685 -4.537  0.296
H -2.736 6.485 -1.364  0.343
H -1.315 5.743 -0.524  -0.140
H -1.180 7.152 -1.650  0.301
C 3.949 -1.254 -2.800  -0.047
O 2.989 -0.737 -3.347  -0.600
N 3.998 -2.554 -2.471  0.360
C 5.133 -3.196 -1.802  -1.005
C 2.942 -3.343 -2.941  -1.218
H 4.848 -0.700 -2.438  0.398
H 5.651 -3.802 -2.557  0.330
H 4.758 -3.711 -0.919  0.278
H 5.872 -2.461 -1.477  0.406
H 2.510 -3.980 -2.165  0.396
H 2.206 -2.656 -3.352  0.308
H 3.307 -3.957 -3.783  0.408
C -0.384 -0.733 -1.803  0.235
O -1.519 -0.985 -2.199  -0.756
N -0.131 0.019 -0.760  0.746
C -1.192 0.732 -0.124  -0.351
C 1.213 0.261 -0.244  0.652
H 0.537 -1.146 -2.253  0.297
H -0.962 1.801 -0.019  -0.162
H -1.368 0.273 0.850  0.148
H -2.106 0.541 -0.695  0.141
H 1.341 1.332 -0.146  -0.631
H 1.247 -0.231 0.727  0.224
H 1.941 -0.233 -0.892  -0.336
C 3.374 3.618 -0.214  0.748
O 4.307 2.815 -0.236  -0.729
N 3.486 4.969 -0.203  0.128
C 2.249 5.721 -0.151  -0.130
C 4.780 5.563 -0.216  -1.008
H 2.324 3.288 -0.302  -0.125
H 1.405 5.025 -0.218  -0.360
H 2.299 6.454 -0.959  0.395
H 2.062 6.303 0.759  0.063
H 5.026 6.109 0.691  0.290
H 5.456 4.726 -0.338  0.302
H 4.832 6.205 -1.113  0.319

# 2
This record from OMol25 describes a cluster of 4 separate species, C48H104N11O4P3 in total at a distorted geometry. The level of theory is the ωB97M-V functional and the def2-TZVPD basis.

## Properties
- charge = 0
- structure (SMILES) = CCCCCCCCCCCCc1cnc2ccc(CCCCCCCCCOC)cc2n1.CN(C)P(=O)(N(C)C)N(C)C.CN(C)P(=O)(N(C)C)N(C)C.CN(C)P(=O)(N(C)C)N(C)C
- E_LUMO (eV) = -1.1
- gap between HOMO and LUMO (eV) = 6.39

Last column: Mulliken charge in e.
Atoms and positions in Å:
C -1.315 2.000 8.131  -1.029
C -1.004 1.181 6.722  0.133
C 0.610 1.242 6.338  -0.776
C 0.839 1.643 4.735  0.088
C 2.268 2.458 4.617  -0.734
C 3.185 1.944 3.337  -0.704
C 2.701 2.591 1.888  -0.146
C 4.115 2.945 1.073  -0.430
C 3.928 3.032 -0.554  0.155
C 3.080 4.331 -1.088  -0.502
C 3.994 5.512 -1.767  -0.664
C 5.307 5.963 -0.893  0.105
C 4.933 6.546 0.622  0.107
C 6.090 6.703 1.756  -0.235
N 5.914 7.207 3.162  -0.547
C 4.457 7.504 3.377  0.323
C 4.025 8.031 4.901  -0.371
C 2.484 8.373 5.363  -0.565
C 1.304 8.181 4.240  0.424
C -0.324 8.443 4.524  -0.495
C -1.107 7.193 3.807  -0.455
C -2.594 6.864 4.413  -0.614
C -3.277 5.754 3.365  -0.648
C -3.528 4.285 4.054  0.275
C -5.142 3.955 3.957  -0.842
C -5.456 2.697 2.904  -0.583
C -4.923 1.234 3.515  -0.383
C -4.090 0.375 2.376  -0.324
O -4.881 0.190 1.145  -0.300
C -4.030 -0.320 0.048  -0.451
C 1.680 7.697 2.706  -0.354
C 3.257 7.349 2.291  0.266
N 3.492 6.880 0.884  -0.267
H -0.440 1.876 8.911  0.300
H -1.546 3.141 7.965  0.222
H -2.283 1.538 8.635  0.314
H -1.703 1.590 5.869  -0.114
H -1.285 0.047 6.947  0.305
H 1.164 0.233 6.626  0.189
H 1.109 2.073 7.031  0.338
H -0.009 2.372 4.373  -0.068
H 0.935 0.671 4.091  0.279
H 2.896 2.176 5.589  0.356
H 2.142 3.632 4.649  0.239
H 3.242 0.764 3.285  0.227
H 4.273 2.352 3.537  0.328
H 2.059 3.564 2.107  0.120
H 2.041 1.812 1.303  0.238
H 4.659 3.876 1.555  -0.019
H 4.828 2.016 1.292  0.370
H 5.018 3.017 -1.034  -0.520
H 3.411 2.032 -0.918  0.426
H 2.384 4.746 -0.211  0.185
H 2.314 3.946 -1.917  0.313
H 4.377 5.092 -2.817  0.295
H 3.335 6.495 -1.921  0.313
H 5.961 6.716 -1.506  0.444
H 5.989 5.007 -0.686  -0.358
H 7.197 6.388 1.439  0.284
H 4.884 8.159 5.714  0.273
H 2.206 8.741 6.464  0.264
H -0.671 9.507 4.183  0.278
H -0.546 8.358 5.694  0.287
H -1.221 7.457 2.671  0.254
H -0.422 6.221 3.903  0.184
H -3.243 7.850 4.470  0.276
H -2.552 6.359 5.468  0.331
H -4.223 6.229 2.857  0.341
H -2.497 5.572 2.480  0.253
H -2.992 3.453 3.387  -0.116
H -3.083 4.170 5.139  0.112
H -5.774 4.859 3.553  0.378
H -5.548 3.727 5.047  0.264
H -4.948 2.858 1.854  0.227
H -6.624 2.683 2.747  0.314
H -4.271 1.449 4.477  0.108
H -5.898 0.657 3.837  0.316
H -3.835 -0.682 2.821  0.239
H -3.053 0.917 2.176  0.236
H -2.895 -0.028 0.172  0.258
H -4.060 -1.505 -0.058  0.079
H -4.464 0.129 -0.951  0.238
H 0.852 7.580 1.854  0.124
C -5.995 -6.573 2.899  -0.760
N -5.385 -6.375 1.589  0.087
C -3.993 -5.967 1.794  -1.105
P -6.121 -5.725 0.169  0.954
O -5.215 -6.579 -0.753  -0.877
N -7.502 -6.698 -0.219  0.186
C -8.011 -7.743 0.653  -1.193
C -7.572 -7.189 -1.606  -0.983
N -7.162 -4.744 1.228  0.032
C -8.517 -4.403 0.748  -0.975
C -6.506 -3.440 1.468  -1.198
H -6.176 -5.630 3.429  0.251
H -5.345 -7.180 3.542  0.370
H -6.930 -7.127 2.865  0.154
H -3.929 -4.995 2.295  0.325
H -3.445 -5.890 0.849  0.238
H -3.453 -6.701 2.406  0.382
H -7.248 -8.493 0.882  0.289
H -8.865 -8.263 0.208  0.423
H -8.412 -7.320 1.576  0.341
H -6.942 -8.077 -1.751  0.332
H -7.255 -6.416 -2.311  0.169
H -8.600 -7.454 -1.877  0.390
H -8.491 -3.994 -0.268  0.349
H -8.992 -3.662 1.405  0.360
H -9.196 -5.259 0.767  0.298
H -6.417 -2.867 0.536  0.431
H -5.502 -3.563 1.875  0.113
H -7.063 -2.844 2.199  0.513
C -3.548 -6.098 -7.854  -0.782
N -2.466 -6.171 -6.878  0.067
C -1.198 -6.222 -7.610  -1.092
P -2.459 -7.015 -5.372  0.866
O -1.485 -5.989 -4.743  -0.764
N -3.772 -6.420 -4.411  0.395
C -4.784 -5.510 -4.922  -1.192
C -3.426 -5.994 -3.044  -0.902
N -3.579 -8.195 -6.094  -0.047
C -4.548 -8.869 -5.206  -0.892
C -2.792 -9.294 -6.698  -1.123
H -3.702 -7.043 -8.388  0.257
H -3.333 -5.334 -8.613  0.377
H -4.499 -5.789 -7.428  0.158
H -1.114 -7.137 -8.207  0.339
H -0.335 -6.186 -6.937  0.296
H -1.099 -5.364 -8.287  0.351
H -4.345 -4.591 -5.321  0.322
H -5.503 -5.225 -4.146  0.333
H -5.398 -5.995 -5.683  0.332
H -2.998 -4.982 -3.034  0.343
H -2.710 -6.682 -2.590  0.331
H -4.311 -5.994 -2.397  0.157
H -4.057 -9.284 -4.319  0.346
H -5.060 -9.687 -5.730  0.396
H -5.355 -8.205 -4.886  0.176
H -2.240 -9.850 -5.929  0.380
H -2.065 -8.919 -7.418  0.275
H -3.437 -9.990 -7.245  0.402
C 8.254 0.187 -5.265  -0.774
N 8.668 1.581 -5.149  0.064
C 9.085 2.042 -6.474  -1.081
P 9.504 2.327 -3.834  0.877
O 8.830 3.692 -4.115  -0.794
N 8.558 2.109 -2.398  0.193
C 7.376 1.265 -2.343  -1.181
C 8.282 3.329 -1.621  -1.209
N 10.277 0.757 -3.511  -0.061
C 10.644 0.436 -2.116  -0.925
C 11.550 0.687 -4.262  -1.132
H 9.098 -0.495 -5.420  0.266
H 7.576 0.055 -6.119  0.377
H 7.681 -0.170 -4.413  0.171
H 9.971 1.504 -6.828  0.336
H 9.324 3.111 -6.480  0.304
H 8.284 1.900 -7.212  0.353
H 6.624 1.563 -3.080  0.297
H 6.902 1.294 -1.356  0.406
H 7.639 0.215 -2.478  0.361
H 7.447 3.900 -2.050  0.372
H 9.163 3.974 -1.580  0.363
H 8.028 3.085 -0.583  0.408
H 11.204 1.254 -1.651  0.346
H 11.260 -0.472 -2.070  0.360
H 9.774 0.206 -1.497  0.261
H 12.261 1.441 -3.901  0.383
H 11.399 0.861 -5.327  0.276
H 12.009 -0.304 -4.174  0.405

| no. | calculated total energy (a.u.) |
| --- | --- |
| 1 | -3190.43618 |
| 2 | -3817.56582 |